P.
Below is 2 unconnected molecules or ions with the total composition C2H3FO2, with properties calculated with ωB97M-V with the def2-TZVPD basis set.

Results
* E_HOMO: -9.36 eV
* Kohn-Sham gap: 8.75 eV

CARTESIAN COORDINATES (ANGSTROEM)
C  2.454  0.563  0.008
C  0.103  0.149  -0.010
O  3.600  0.543  0.048
O  1.310  0.961  -0.065
F  1.753  -2.041  -0.025
H  -0.470  0.490  0.851
H  0.410  -0.910  0.079
H  -0.445  0.322  -0.934

Q.
Below is a single C2H3FO2 molecule, with properties calculated with ωB97M-V with the def2-TZVPD basis set.

Results
* E_HOMO (spin up / spin down): -9.66 / -8.42 eV
* Kohn-Sham gap (spin up / spin down): 9.49 / 7.32 eV

CARTESIAN COORDINATES (ANGSTROEM)
C  -0.052  0.667  0.266
C  0.196  -0.816  0.265
O  0.065  0.889  -1.127
O  -0.569  -0.181  -1.756
F  -0.122  -1.690  1.176
H  -1.076  0.981  0.620
H  0.521  1.239  0.971
H  1.036  -1.089  -0.417

R.
Below is 2 unconnected molecules or ions with the total composition C2H3FO2, with properties calculated with ωB97M-V with the def2-TZVPD basis set.

Results
* E_HOMO: -8.66 eV
* Kohn-Sham gap: 7.23 eV

CARTESIAN COORDINATES (ANGSTROEM)
C  -1.527  -0.407  0.063
C  0.876  -0.204  0.031
O  -2.649  -0.376  -0.086
O  -0.437  -0.869  0.080
F  0.090  2.362  -0.054
H  1.368  -0.917  0.580
H  0.913  0.791  0.338
H  1.366  -0.380  -0.952

P is the most stable structure shown above.